No. 1
DFT (the ωB97M-V functional and the def2-TZVPD basis) results for C38H35N8OScTe as an isolated structure.

Output
LUMO level, eV: -5.764
Kohn-Sham gap, eV: 7.35
DFT total energy, a.u.: -3010.8845
Charge: +2
ΔE to the lowest compared entry with this formula, charge and spin, kJ/mol: 17.1

Last column: Mulliken charge in e.
Atoms and positions in Å:
H  -4.168  1.456  -3.678  0.463
C  -5.120  -0.545  1.221  -0.948
C  2.207  -1.094  -4.836  -1.093
H  1.328  -3.134  2.137  0.205
C  -3.106  3.318  -3.753  -0.439
H  -6.169  -0.308  1.332  0.462
C  3.714  2.618  -0.844  -2.108
H  -1.827  5.040  -3.681  0.453
H  3.654  -4.190  -4.766  0.434
C  -0.437  2.705  1.931  -0.520
O  -0.331  0.118  -1.113  -0.777
H  4.046  3.295  -0.053  0.423
C  -1.813  2.699  2.550  0.181
C  4.966  -1.111  2.486  -1.172
H  3.034  3.147  -1.502  0.354
H  -2.207  0.999  0.348  0.665
C  -2.182  1.717  3.462  0.872
C  -1.230  0.599  3.812  -1.091
C  3.142  -3.300  -4.426  -1.170
C  -0.092  1.338  -1.516  0.594
H  -3.734  0.984  4.751  0.486
C  -2.881  0.219  0.667  0.800
C  2.184  -3.871  0.435  -1.241
C  2.873  -2.249  -5.278  -0.493
H  3.235  -4.896  -1.980  0.240
H  3.137  -3.671  0.926  0.480
N  1.032  1.949  -1.240  -1.406
H  5.385  -1.763  3.238  0.487
Te  0.564  0.985  2.722  0.116
C  -1.952  4.005  -3.393  -0.889
H  -4.609  1.459  0.638  0.621
N  3.069  -0.548  1.128  0.606
N  2.815  -3.980  -2.001  -0.066
C  -2.727  3.693  2.200  -0.711
C  1.786  -0.952  -3.531  -0.105
C  2.241  -3.350  -0.965  0.229
N  1.104  -3.165  1.148  0.000
C  -4.692  -1.834  1.466  -1.165
C  5.072  0.763  1.023  -1.067
H  -3.877  3.822  -4.320  0.425
H  6.709  0.126  2.256  0.449
H  2.044  -4.956  0.440  0.541
C  3.670  -1.306  2.047  -0.430
C  -1.127  2.028  -2.302  0.337
H  -0.985  0.580  4.872  0.650
H  0.135  3.584  2.220  0.825
C  3.761  0.508  0.645  0.995
N  -2.571  -3.228  1.429  -0.117
H  -0.059  3.888  -2.387  0.471
C  3.036  1.427  -0.261  0.374
C  -3.989  3.712  2.765  -0.764
C  -4.351  2.737  3.690  -0.631
H  -4.689  4.491  2.494  0.433
C  -2.284  1.341  -2.666  -0.108
H  -2.398  0.305  -2.378  0.555
N  1.761  -2.170  -1.299  0.790
H  -5.380  -2.613  1.763  0.477
C  -4.230  0.464  0.823  -1.569
H  -0.457  2.653  0.843  -0.024
H  4.597  2.311  -1.407  0.413
H  2.018  -0.297  -5.542  0.495
C  -3.271  1.988  -3.391  -1.050
H  -0.220  -4.311  0.001  0.300
H  5.596  1.610  0.606  0.559
N  1.805  1.118  -0.460  2.322
C  2.717  -3.147  -3.112  0.587
N  -1.148  -1.638  0.842  0.798
C  2.052  -2.008  -2.661  0.016
C  -1.300  -2.909  1.135  0.020
H  -2.441  4.458  1.488  0.496
H  3.081  -2.102  2.484  0.613
H  -2.915  -4.145  1.665  0.262
C  -2.432  -1.075  0.917  -0.561
C  -3.452  1.746  4.035  -0.708
H  -0.270  -4.706  1.716  0.511
H  1.272  -0.061  -3.201  0.671
Sc  0.848  -0.793  0.214  -0.253
C  -0.180  -3.880  1.006  -0.677
H  -5.334  2.756  4.142  0.458
H  -1.628  -0.373  3.522  0.318
C  5.690  -0.062  1.947  -0.626
C  -0.962  3.365  -2.671  -0.512
H  3.181  -2.315  -6.312  0.411
C  -3.333  -2.070  1.298  0.750

---

No. 2
DFT (the ωB97M-V functional and the def2-TZVPD basis) results for one molecule with the formula CH3N2OP in a non-equilibrium geometry.

Output
LUMO level, eV: 0.541
Kohn-Sham gap, eV: 10.41
DFT total energy, a.u.: -565.9285
ΔE to the lowest compared entry with this formula, charge and spin, kJ/mol: 246.0

Last column: Mulliken charge in e.
Atoms and positions in Å:
C  0.071  0.262  -0.196  -0.031
O  3.540  0.875  -0.090  -0.455
N  1.387  -0.399  -0.090  0.151
N  0.154  -1.154  -0.226  -0.464
H  -0.121  0.799  0.879  0.210
P  2.992  -0.460  0.094  0.108
H  -0.119  -1.631  0.583  0.254
H  -0.132  0.856  -1.161  0.228

---

No. 3
DFT (the ωB97M-V functional and the def2-TZVPD basis) results for one molecule with the formula C4H9NO2 in a non-equilibrium geometry.

Output
LUMO level, eV: 0.786
Kohn-Sham gap, eV: 10.05
DFT total energy, a.u.: -362.9918
ΔE to the lowest compared entry with this formula, charge and spin, kJ/mol: 246.1

Last column: Mulliken charge in e.
Atoms and positions in Å:
C  -0.174  0.347  0.371  -0.491
H  2.462  0.647  0.912  0.291
H  1.176  0.850  -1.214  0.222
H  1.756  -1.620  0.305  0.226
C  1.953  -0.755  -0.391  -0.232
H  -3.256  -0.159  0.977  0.324
H  2.536  -1.130  -1.255  0.252
H  -0.327  -0.539  1.011  0.365
H  -1.616  0.689  -1.301  0.289
H  0.219  1.044  1.119  0.375
H  -1.980  1.689  0.170  0.261
C  -2.502  -0.401  0.187  -0.129
N  0.830  0.040  -0.708  -0.358
O  2.945  0.008  0.380  -0.546
O  -2.496  -1.476  -0.334  -0.435
C  -1.524  0.767  -0.229  -0.412

---

No. 4
DFT (the ωB97M-V functional and the def2-TZVPD basis) results for C26H29BrN9NbO2S2 as an isolated structure in a non-equilibrium geometry.

Output
LUMO level, eV: -7.121
Kohn-Sham gap, eV: 5.40
DFT total energy, a.u.: -5078.1480
Charge: +2

Last column: Mulliken charge in e.
Atoms and positions in Å:
H  -0.803  4.360  -1.414  0.502
H  -2.861  1.020  -1.949  0.645
H  -0.917  -0.023  2.469  0.616
H  -5.489  0.605  -2.795  0.369
C  2.543  -0.376  3.422  0.196
C  4.680  -1.097  5.071  1.018
N  5.714  -1.386  5.980  -0.592
C  -3.177  0.285  -1.213  -0.524
C  3.732  0.352  3.365  -0.681
C  2.387  -1.416  4.337  -0.197
S  1.172  0.089  2.321  1.657
C  0.905  1.075  -5.885  -0.341
H  2.170  -0.096  -4.649  0.268
H  1.446  -1.955  4.391  0.466
C  -4.845  -0.918  -0.010  -0.605
C  -1.063  3.538  -2.087  -1.556
C  -3.820  -1.584  0.656  -0.880
H  3.595  -4.162  1.374  0.478
C  -2.517  -1.255  0.327  0.608
O  1.148  1.543  2.515  -0.761
C  -1.257  0.904  2.017  -0.533
N  2.652  -2.348  1.209  -0.396
C  1.386  -3.323  -0.963  -0.351
N  -1.000  1.016  0.702  1.263
C  -1.047  2.213  -1.365  1.327
C  -1.382  2.161  0.084  0.278
C  2.262  -4.154  -0.310  -0.709
H  6.625  -1.123  5.618  0.272
C  -5.582  0.792  -1.720  -1.417
S  1.617  -0.340  -2.284  -0.572
H  -5.489  1.866  -1.533  0.319
H  5.686  -2.349  6.296  0.270
H  -2.083  1.738  3.815  0.596
C  3.452  -1.760  5.173  -0.943
C  -2.306  3.042  2.104  -0.872
H  -2.823  3.825  2.651  0.466
H  -5.880  -1.152  0.224  0.441
H  3.312  -2.559  5.893  0.308
H  -0.569  1.158  -7.462  0.358
H  0.848  -3.650  -1.846  0.526
H  0.786  2.125  -5.596  0.235
H  -0.339  3.556  -2.905  0.372
Nb  -0.084  -0.356  -0.572  -0.160
Br  -1.051  -2.049  1.121  0.267
H  -0.773  -1.549  -1.765  0.082
H  2.455  -5.163  -0.636  0.465
H  -4.039  -2.334  1.406  0.507
C  1.747  -1.627  0.526  0.562
H  -6.587  0.484  -1.412  0.394
H  5.703  0.584  4.171  0.298
C  -1.901  1.882  2.757  -1.453
C  -2.046  3.190  0.743  -0.936
C  0.684  0.429  -3.512  0.539
N  -0.387  1.126  -3.258  -1.847
O  0.024  -0.591  2.925  -0.522
N  1.227  0.259  -4.748  -0.159
N  -0.774  1.083  -1.929  1.041
H  3.821  1.186  2.677  0.460
C  2.877  -3.603  0.785  -0.391
N  1.127  -2.060  -0.579  0.330
H  1.734  1.031  -6.598  0.409
H  -2.370  4.082  0.223  0.574
N  -2.165  -0.349  -0.579  0.554
H  -1.223  0.624  -5.905  0.272
C  -4.527  0.043  -0.971  0.247
C  -0.354  0.565  -6.568  -1.079
H  -2.064  3.707  -2.496  0.319
H  -0.238  -0.481  -6.871  0.303
C  4.790  -0.001  4.207  -0.891
N  1.527  -0.347  0.831  -0.108

---

No. 5
DFT (the ωB97M-V functional and the def2-TZVPD basis) results for a 9-piece molecular cluster, C18H48O13 overall in a non-equilibrium geometry.

Output
LUMO level, eV: 0.405
Kohn-Sham gap, eV: 10.06
DFT total energy, a.u.: -1692.6002

Last column: Mulliken charge in e.
Atoms and positions in Å:
H  3.792  -5.300  -3.925  0.265
H  2.003  -3.288  0.387  0.394
H  -0.305  2.431  5.718  0.266
O  -3.061  -3.711  -0.281  -0.562
H  -2.278  -3.162  -0.158  0.375
H  2.767  4.268  5.955  0.210
H  1.175  2.209  2.733  0.125
C  3.759  -1.321  1.129  -1.502
C  -4.758  1.288  -1.033  -0.795
H  1.303  -2.750  1.902  0.451
H  0.469  2.789  -6.900  0.255
H  -2.054  0.897  5.649  0.326
H  -4.990  0.772  -1.967  0.310
H  -5.984  -3.345  -3.343  0.184
H  -5.018  2.339  -1.139  0.306
H  -7.305  -4.521  -3.223  0.273
H  1.759  5.670  5.552  0.253
O  0.842  4.120  6.599  -0.460
C  1.843  2.217  1.886  -0.499
C  2.935  -0.844  -1.750  -0.098
H  2.904  -1.830  -2.191  0.069
C  -3.502  2.503  2.567  -0.361
H  -8.273  -3.031  -1.718  0.277
H  3.940  -0.630  -1.400  0.449
H  5.072  -0.065  2.274  0.418
C  -1.214  0.888  4.949  -0.558
O  -0.881  -2.014  0.523  -0.787
H  4.198  -1.967  0.377  0.350
H  -7.595  -2.916  -3.944  0.293
H  2.336  5.432  7.222  0.266
H  -4.893  -3.507  -1.164  0.126
H  1.182  2.457  -5.309  0.165
H  -4.473  2.999  0.972  0.287
O  3.661  -3.261  -3.500  -0.425
H  -3.136  1.554  2.166  0.138
H  1.745  -0.481  1.473  0.535
C  -3.987  -2.927  -1.018  -0.322
O  -3.361  1.214  -0.746  -0.447
O  -4.697  2.900  1.900  -0.549
C  4.609  -0.040  1.295  -1.087
O  1.491  1.035  -6.796  -0.520
H  0.147  4.699  6.920  0.271
C  2.301  -1.128  0.806  0.643
H  3.377  1.391  0.220  -0.384
C  -7.050  -3.459  -3.167  -0.523
H  3.803  -1.862  2.066  0.585
H  4.445  -4.213  -5.180  0.255
C  1.520  -2.456  0.883  -0.757
H  5.431  -0.012  0.586  0.428
O  2.841  1.426  -2.677  -0.528
C  2.636  0.099  -2.894  0.107
H  -1.576  0.606  3.963  0.089
O  2.967  1.432  2.246  -0.388
H  4.612  2.077  1.236  0.609
H  -2.724  3.263  2.461  0.267
H  -0.277  1.580  -5.838  0.222
O  -0.629  2.183  4.846  -0.394
C  0.279  -2.007  0.169  0.432
C  1.910  -0.686  -0.632  0.359
H  -3.571  -2.655  -1.995  0.275
H  2.165  3.244  1.725  0.326
H  2.843  1.597  -1.732  0.308
H  1.353  1.827  0.997  0.223
H  -3.730  2.380  3.623  0.221
O  -7.332  -2.929  -1.875  -0.486
O  0.733  -1.449  -0.998  -0.448
H  1.549  0.340  -0.642  -0.115
C  1.984  4.926  6.320  -0.552
H  1.669  0.353  -6.143  0.356
H  -4.235  -2.015  -0.463  0.147
O  2.263  -0.275  -3.996  -0.511
H  -0.475  0.153  5.280  0.305
H  -5.340  0.856  -0.216  0.364
H  2.787  -3.192  -3.896  0.250
C  4.331  -4.367  -4.105  -0.663
C  3.878  1.271  1.179  0.246
C  0.673  2.011  -6.167  -0.447
H  -3.126  0.287  -0.653  0.265
H  5.316  -4.437  -3.653  0.249